# 1
Formula: C16H28CrN6
Source: OMol25
Level of theory: ωB97M-V/def2-TZVPD

Each line ends with the Löwdin charge.
Element x y z (Å)
1 C 0.124 -0.298 2.317  -0.13
2 H 3.168 0.988 -1.288  0.14
3 H 3.066 -3.105 1.049  0.11
4 H -0.503 0.837 -2.640  0.16
5 H -4.255 2.631 -0.682  0.15
6 H 0.533 0.052 3.261  0.16
7 C -3.880 1.669 -0.311  0.04
8 C -3.973 -0.191 1.180  0.02
9 N 2.094 -0.827 -1.250  -0.12
10 H 3.966 -1.669 -0.935  0.14
11 H 3.457 -0.018 -2.590  0.16
12 H 1.604 -1.883 2.315  0.12
13 C -2.994 -0.846 0.480  -0.11
14 H -4.197 -0.603 2.159  0.15
15 H 1.907 1.878 -3.294  0.17
16 H -2.788 -1.936 0.594  0.14
17 N -2.275 -0.280 -0.571  -0.03
18 C -5.288 1.775 1.797  -0.11
19 C 0.703 2.679 0.055  -0.18
20 N -6.151 2.130 2.458  0.26
21 H 0.384 3.327 -1.964  0.15
22 H -1.083 2.769 -1.097  0.14
23 C 0.021 2.530 -1.287  -0.14
24 H 3.297 -0.942 0.461  0.13
25 H 0.487 3.764 0.317  0.18
26 H 1.091 -4.110 0.888  0.14
27 H 1.241 0.262 -3.602  0.14
28 Cr -0.004 -0.363 -0.564  1.03
29 C 2.628 0.316 -1.961  -0.18
30 C -4.477 1.074 0.804  -0.14
31 H 1.771 -1.488 -2.056  0.20
32 H 1.629 0.430 1.202  0.14
33 H 0.916 -3.638 -0.908  0.15
34 H -0.749 -2.528 0.607  0.13
35 H -2.595 1.222 -1.971  0.11
36 H 1.721 2.622 -0.047  0.09
37 C 1.161 -3.324 0.145  -0.15
38 C 0.189 1.952 1.258  -0.14
39 H 0.674 2.415 2.132  0.16
40 C 2.657 -2.928 0.068  -0.14
41 N 0.607 0.521 1.184  -0.12
42 H 3.099 -3.766 -0.627  0.18
43 N 0.271 1.181 -1.977  -0.13
44 C 1.525 0.939 -2.795  -0.12
45 N 0.257 -2.211 0.603  -0.11
46 C 0.567 -1.751 2.057  -0.10
47 H -0.951 2.027 1.319  0.16
48 C -2.860 0.943 -0.971  -0.09
49 H -0.972 -0.201 2.305  0.12
50 C 3.038 -1.540 -0.418  -0.19
51 H 0.140 -2.486 2.793  0.17

As for the multiplicity: 4. The total charge is +3. For the orbital gap (spin up / spin down), the calculation gives 7.0599 / 8.5465 eV. The energy above the lowest of the compared OMol25 structures with the same formula, charge and spin comes out at 25.1 kcal/mol. For the highest occupied orbital energy (spin up / spin down), the calculation gives -19.52 / -19.53 eV. The expectation value of S² is 3.825. As for the electronic energy: -1998.40509 Ha.

# 2
Formula: C16H28F4I2N4O2
Source: OMol25
Level of theory: ωB97M-V/def2-TZVPD

Each line ends with the Löwdin charge.
Element x y z (Å)
1 H 5.385 -0.611 -0.334  0.07
2 H -0.993 -0.209 4.764  0.07
3 H 3.839 0.455 2.348  0.12
4 C -1.542 -3.013 3.972  -0.21
5 F -2.339 3.698 -4.294  0.07
6 C -2.245 2.635 -2.226  -0.19
7 C -2.643 2.511 -3.640  -0.49
8 I 0.843 0.415 -2.967  0.84
9 H -2.624 -2.881 3.832  0.12
10 C -1.287 -0.471 3.748  -0.07
11 C -0.293 1.755 -4.170  -0.81
12 C -1.977 -2.461 6.259  -0.11
13 F -5.526 3.293 -5.435  0.16
14 H 1.051 -2.781 3.263  0.08
15 H 2.438 -0.619 2.310  0.09
16 H 5.979 -2.077 3.191  0.09
17 C 0.344 1.825 -5.559  -0.16
18 C -4.180 2.327 -3.676  -0.13
19 H 1.135 2.560 -5.560  0.08
20 H -4.423 1.424 -3.135  0.11
21 H -1.256 -3.931 3.452  0.12
22 N 0.672 -1.914 3.632  0.05
23 H 5.846 -0.376 2.707  0.09
24 H -2.034 -3.021 7.191  0.09
25 C 4.607 0.151 -0.293  -0.07
26 H 2.545 0.355 0.181  0.12
27 H -2.993 -2.264 5.906  0.09
28 H -2.375 -0.425 3.683  0.08
29 C 3.344 -0.365 0.387  -0.44
30 N 2.956 -1.639 -0.230  0.04
31 I -2.329 -0.503 -3.462  0.93
32 C -4.796 3.437 -2.968  -0.17
33 C -0.765 -1.847 3.349  -0.43
34 H -0.877 0.291 3.087  0.08
35 C -4.773 2.228 -5.111  -0.54
36 N -5.279 4.308 -2.407  0.22
37 H 0.788 -1.996 4.638  0.08
38 O -1.256 -3.252 5.334  -0.19
39 H 2.058 -1.928 0.147  0.07
40 H -0.391 2.140 -6.289  0.08
41 H -1.477 -1.511 6.462  0.08
42 C 5.590 -1.402 2.429  -0.11
43 F -5.542 1.120 -5.200  0.14
44 H -0.888 -1.941 2.265  0.13
45 N -1.954 2.662 -1.120  0.25
46 H -2.028 1.313 -5.328  0.06
47 H 3.608 -2.346 0.098  0.07
48 H 0.765 0.878 -5.860  0.05
49 H 4.388 0.444 -1.320  0.07
50 H -0.195 2.728 -3.719  0.06
51 H 5.007 1.023 0.229  0.08
52 C 3.444 -0.474 1.913  -0.21
53 H 6.073 -1.647 1.479  0.07
54 O 4.190 -1.585 2.375  -0.19
55 F -3.807 2.115 -6.047  0.13
56 C -1.808 1.403 -4.283  -0.68

As for the multiplicity: 1. For the orbital gap, the calculation gives 8.6351 eV. The energy above the lowest of the compared OMol25 structures with the same formula, charge and spin comes out at 0.0 kcal/mol. For the highest occupied orbital energy, the calculation gives -9.09 eV. As for the electronic energy: -1990.72981 Ha.

# 3
Formula: C16H28FN6O5P2
Source: OMol25
Level of theory: ωB97M-V/def2-TZVPD

Each line ends with the Löwdin charge.
Element x y z (Å)
1 C -0.234 -1.111 -1.982  -0.09
2 P 0.514 -1.111 -3.647  0.52
3 H -0.099 3.172 -1.980  0.08
4 H 4.415 -0.263 3.532  0.12
5 H -4.551 -1.750 -1.373  0.09
6 N -3.149 5.179 -3.850  0.14
7 H -0.590 -1.286 2.730  0.03
8 H -2.808 -2.708 -2.433  0.17
9 H -0.507 5.735 -2.228  0.12
10 H -3.561 -0.848 0.482  0.11
11 H -4.702 -0.839 -2.872  0.11
12 H 3.840 -1.242 7.690  0.08
13 H 1.497 -1.656 1.991  0.03
14 H -2.299 -0.815 1.698  0.10
15 F -2.462 -1.263 -3.743  0.05
16 H 1.060 -2.571 -5.020  0.10
17 C -0.194 3.082 -3.066  -0.12
18 C 3.858 0.009 4.432  -0.16
19 H -1.917 -3.388 0.937  0.13
20 H -2.029 -3.227 2.968  0.09
21 N 0.790 0.762 2.087  -0.27
22 N -1.554 -1.305 -1.561  0.11
23 C 4.242 -0.918 5.592  -0.26
24 C 0.608 -0.888 -0.923  -0.24
25 C -2.695 -1.607 -2.439  -0.29
26 N -0.237 -0.954 0.200  -0.02
27 H 3.720 0.449 7.196  0.08
28 C 3.516 -0.579 6.889  -0.11
29 O -2.870 -2.872 2.663  -0.06
30 C -2.629 -1.336 0.782  -0.06
31 P 0.399 -0.769 1.858  0.83
32 C -0.616 5.578 -3.302  -0.18
33 C -2.041 5.353 -3.611  -0.24
34 H -0.283 6.483 -3.811  0.12
35 H 0.441 2.258 -3.396  0.05
36 H 0.201 1.064 2.853  -0.01
37 C -1.493 -1.200 -0.213  -0.19
38 N 1.277 -0.155 3.918  0.02
39 N 3.111 -2.467 0.327  0.21
40 C 2.599 -1.726 -0.391  -0.26
41 C -4.043 -0.997 -2.007  0.01
42 H 1.270 4.574 -3.551  0.11
43 H -1.226 2.812 -3.301  0.07
44 H 0.121 4.248 -4.838  0.12
45 O -0.191 -0.012 -4.622  -0.12
46 H -3.757 -3.260 0.815  0.13
47 H -0.662 -0.508 -5.312  0.09
48 H 4.025 -1.954 5.323  0.11
49 C 2.416 -0.087 4.143  -0.15
50 H 4.097 1.047 4.676  0.13
51 O 1.952 -0.823 -3.654  -0.23
52 C -2.831 -2.848 1.237  -0.20
53 O 0.301 -2.538 -4.411  -0.13
54 O 1.947 -0.665 -0.874  0.11
55 H 2.436 -0.698 6.786  0.07
56 C 0.217 4.376 -3.758  -0.26
57 H -3.960 -0.089 -1.394  0.09
58 H 5.319 -0.849 5.759  0.11

As for the multiplicity: 1. The total charge is +1. For the orbital gap, the calculation gives 7.3619 eV. For the highest occupied orbital energy, the calculation gives -10.96 eV. As for the electronic energy: -2113.44061 Ha.

# 4
Formula: C16H28N3O9P
Source: OMol25
Level of theory: ωB97M-V/def2-TZVPD

Each line ends with the Löwdin charge.
Element x y z (Å)
1 O 3.833 0.296 0.690  0.04
2 N 2.796 0.603 -1.855  0.12
3 H -5.792 -0.445 0.589  0.13
4 H 1.159 -1.433 -2.504  0.08
5 O -5.035 -0.078 2.492  -0.18
6 C 3.767 2.857 -1.491  -0.39
7 H 6.081 0.793 1.156  0.15
8 H 7.847 1.571 -0.106  0.09
9 O -0.555 1.814 2.022  -0.08
10 C -1.879 -0.564 1.372  -0.18
11 H 0.447 0.085 -3.098  0.08
12 H -6.562 -2.095 1.441  0.11
13 H 2.056 0.531 -1.166  0.08
14 P 0.343 0.660 1.414  0.38
15 H -5.618 -5.553 1.718  0.08
16 C 1.252 -0.634 -3.238  0.01
17 N -2.852 -4.227 1.066  0.11
18 C -2.716 -1.819 1.191  -0.11
19 H -6.274 1.560 2.115  0.09
20 C 4.017 1.339 -1.473  -0.15
21 H 2.336 0.263 1.629  0.04
22 H 4.792 1.124 -2.206  0.14
23 O 2.702 3.208 -0.637  -0.02
24 H 6.879 1.402 -1.576  0.09
25 C -4.965 -5.432 0.849  -0.03
26 H -5.580 -5.424 -0.055  0.08
27 C -4.832 -0.395 1.112  -0.17
28 C 4.556 0.893 -0.104  -0.40
29 H -5.647 1.434 3.772  0.09
30 C -4.867 -2.913 0.973  -0.19
31 H 4.283 3.128 -3.566  0.09
32 O 1.660 0.569 2.271  -0.08
33 H 1.207 -1.051 -4.242  0.08
34 H -1.058 -3.191 1.294  0.11
35 H -4.286 -6.289 0.801  0.08
36 H 0.047 2.564 1.933  0.10
37 C 6.873 1.780 -0.552  -0.05
38 O 0.718 1.095 0.052  -0.26
39 H -2.178 -0.105 2.322  0.13
40 C -4.190 -4.149 0.959  -0.26
41 H 1.982 2.577 -0.783  0.06
42 H -4.250 0.381 0.608  0.12
43 C 2.577 0.063 -3.051  -0.56
44 H 3.369 4.472 -2.851  0.08
45 C -4.121 -1.728 1.070  -0.07
46 C -2.134 -3.096 1.189  -0.07
47 C 3.468 3.388 -2.891  -0.03
48 O 3.388 0.113 -3.966  0.03
49 H -4.571 1.953 2.459  0.09
50 O -6.245 -2.863 0.934  0.05
51 C -5.400 1.287 2.716  -0.09
52 H -2.126 0.131 0.562  0.12
53 H 2.541 2.962 -3.273  0.08
54 H 4.661 3.366 -1.136  0.13
55 O -0.458 -0.769 1.366  -0.15
56 H 6.726 2.861 -0.559  0.08
57 N 5.827 1.128 0.239  0.05

As for the multiplicity: 1. For the orbital gap, the calculation gives 9.3190 eV. For the highest occupied orbital energy, the calculation gives -8.90 eV. As for the electronic energy: -1809.41410 Ha. Its SMILES is CNC(=O)[C@@H](NC(C)=O)[C@@H](C)O.COCc1c(COP(=O)(O)O)cnc(C)c1O.

> Among the records above, which one has the highest multiplicity?

C16H28CrN6